20
Properties=species:S:1:pos:R:3:forces:R:3 method="wB97M-V/def2-TZVPD" e_homo_ev=-9.20 lumo_energy_ev=0.21 largest_force_ha_per_bohr=0.1041 energy_ha=-783.407462 smiles="O=CCCCS.O.O"
S 2.423 1.733 -0.015 -1.7 0.5 0.6
O 2.599 -1.207 -1.250 2.1 -0.5 0.3
O -2.241 -2.453 1.483 1.6 -0.3 -2.8
O -2.588 2.092 0.759 -4.1 -0.7 -0.1
C 0.728 1.090 -0.450 -1.4 -1.8 0.2
C -1.379 -0.526 0.674 2.6 -0.9 -4.4
C 0.110 -0.149 0.399 4.3 -1.7 2.3
C -1.536 -2.011 0.535 -2.6 -1.0 4.6
H 0.523 -0.123 1.491 -0.3 0.6 -1.8
H 0.736 0.780 -1.487 0.5 -0.4 -0.3
H 3.156 0.914 -0.739 0.0 -0.5 -0.3
H -1.957 -0.079 -0.102 -0.9 0.5 -0.4
H -1.794 -0.398 1.611 -0.4 1.2 1.8
H 3.562 -1.381 -0.965 -2.3 0.4 -1.1
H -1.707 2.194 0.925 3.5 0.8 0.2
H -2.881 2.498 -0.056 0.5 0.3 -0.1
H 2.579 -0.937 -2.184 0.5 -0.3 0.4
H -0.078 1.808 -0.555 0.4 1.1 0.7
H 0.807 -1.095 0.048 -2.2 2.1 0.5
H -1.062 -2.750 -0.122 0.1 0.5 -0.5